{
  "formula": "C12H16NO2",
  "method": "ωB97M-V/def2-TZVPD",
  "homo_lumo_gap_ev": [7.94, 5.97],
  "de_lowest_kcal_mol": 85.20,
  "multiplicity": 1,
  "charge": 1,
  "homo_ha": [-0.41325, -0.39867],
  "elements": ["C", "C", "C", "C", "C", "C", "C", "C", "C", "C", "C", "C", "N", "O", "O", "H", "H", "H", "H", "H", "H", "H", "H", "H", "H", "H", "H", "H", "H", "H", "H"],
  "coordinates": [[3.562983, -1.615953, -0.561017], [2.708534, -2.564599, -0.214787], [3.228072, -0.248201, -0.441848], [1.464371, -2.228962, 0.328180], [2.013271, 0.074333, 0.083922], [1.112724, -0.928065, 0.417666], [-0.277415, -0.681217, 0.827669], [-0.635459, 0.601553, 1.225415], [-0.547336, -0.195743, -2.153479], [-1.998091, 2.409530, 1.955411], [-2.852426, 0.071666, 1.930844], [0.382749, 0.101874, -4.297686], [-1.760107, 1.009547, 1.760912], [-1.135110, -0.325195, -1.114989], [0.525520, -0.209710, -2.873542], [4.710411, -1.835046, -0.676759], [3.086362, -3.615849, -0.259777], [3.929983, 0.607025, -0.514863], [0.719240, -2.980351, 0.471050], [1.708808, 1.137980, 0.050205], [-0.937154, -1.443266, 1.311948], [-0.049036, 1.467015, 0.961006], [-1.737240, 2.860426, 1.048512], [-3.034701, 2.535052, 2.200697], [-1.321604, 2.651926, 2.782629], [-2.611350, -0.712582, 2.532680], [-3.637338, 0.688004, 2.458916], [-3.201532, -0.193947, 0.958259], [1.216922, 0.755412, -4.522614], [-0.556798, 0.616554, -4.741423], [0.643843, -0.751786, -4.801513]],
  "forces_ev_per_a": [[4.9394, 2.6700, -0.1959], [-0.8196, -3.1926, 0.9857], [0.7237, 0.3549, 0.8161], [0.8417, -1.4544, -1.4551], [-0.6649, 1.4265, -0.9544], [-1.9348, 0.4117, 0.6961], [0.0992, 0.5253, 2.1759], [0.0721, 1.0169, -0.4248], [-1.8861, 0.3699, -1.2224], [0.6572, -0.7779, 1.4725], [-1.8014, 3.7670, 0.0086], [-0.4958, 2.7659, -0.7086], [-0.1689, -2.1750, -0.4138], [1.4751, -0.0037, -1.6454], [-0.9156, -0.0018, 1.8114], [-2.4973, 0.1509, -0.4053], [-0.7765, 0.8999, 0.0638], [-0.1927, -1.0298, -0.5679], [-0.2081, -0.4880, 0.4765], [0.2838, -0.7133, 0.4455], [0.9475, 0.1103, -1.1150], [0.7276, -0.1409, 0.0267], [0.2576, 1.3908, -1.0930], [-0.2508, 0.4703, 0.1535], [-0.4432, 0.8905, -0.1548], [0.7556, -2.3670, 1.5002], [0.4996, -1.1637, -0.6079], [-0.4307, -0.5849, -0.5749], [0.0485, 0.4341, 0.3400], [1.1792, -1.1813, 1.6790], [-0.0214, -2.3806, -1.1124]],
  "mulliken_charge": [-0.38, -0.61, -0.63, -0.28, -0.08, 0.85, -0.47, -0.21, 0.42, -0.92, -1.00, -0.65, 0.07, -0.28, -0.13, 0.27, 0.34, 0.38, 0.38, 0.17, 0.42, 0.29, 0.37, 0.31, 0.35, 0.40, 0.35, 0.34, 0.29, 0.32, 0.33]
}



{
  "formula": "C12H16O2",
  "method": "ωB97M-V/def2-TZVPD",
  "homo_lumo_gap_ev": [6.42, 7.90],
  "de_lowest_kcal_mol": 116.94,
  "multiplicity": 1,
  "homo_ha": [-0.23282, -0.28399],
  "elements": ["C", "C", "C", "C", "C", "C", "C", "C", "C", "C", "C", "C", "O", "O", "H", "H", "H", "H", "H", "H", "H", "H", "H", "H", "H", "H", "H", "H", "H", "H"],
  "coordinates": [[-0.356915, -0.263252, 4.000116], [-0.636602, 0.858129, 3.198997], [-0.455150, -1.518335, 3.389033], [-0.865324, 0.769992, 1.883741], [-0.709522, -1.647510, 2.051055], [-1.007770, -0.533769, 1.257979], [1.651536, 0.744876, -1.769671], [1.230899, -0.137224, -0.904551], [1.735584, -1.420933, -0.365920], [0.127366, 1.432789, -3.684905], [0.891421, 1.842370, -2.398169], [-1.342911, -0.615736, -0.105674], [-1.882531, 0.442467, -0.748498], [-1.382209, -1.858465, -0.616004], [-0.178787, -0.136849, 5.016926], [-0.715118, 1.869339, 3.747346], [-0.683594, -2.346547, 4.094042], [-0.872519, 1.650908, 1.247154], [-0.734054, -2.670840, 1.586332], [2.752220, 0.676892, -2.202701], [1.386741, -1.654266, 0.607057], [1.547768, -2.171948, -1.094295], [2.851797, -1.377402, -0.252994], [0.931756, 1.020758, -4.291700], [-0.638193, 0.691778, -3.467252], [-0.509841, 2.267096, -3.976575], [1.602936, 2.543125, -2.676384], [0.222775, 2.286578, -1.706029], [-2.461367, 0.967035, -0.166623], [-1.500390, -1.711057, -1.651830]],
  "forces_ev_per_a": [[-0.9702, -0.1456, -2.4490], [0.6041, 1.8813, 3.1459], [-0.7837, 0.1134, 2.2045], [-0.7090, -1.1168, -2.2495], [-0.5059, -1.6819, -1.3188], [1.0517, 1.6021, 0.8249], [2.0189, -0.7027, -0.6594], [-0.2101, -0.6419, 0.2093], [1.9118, 1.4607, -0.4207], [0.0783, -0.0879, 1.7272], [-1.3807, -0.9840, -0.3963], [1.4253, 0.4049, 1.0810], [-0.5589, -0.3237, -0.6951], [-1.0191, 0.8999, -4.2110], [0.1445, -0.0033, 1.6050], [0.4993, -1.5185, -1.1601], [1.1561, 0.0932, -0.7980], [-0.3517, -0.0307, 0.1963], [-0.2567, 1.1691, 0.5871], [-1.8488, -0.2215, 0.9744], [-0.6780, -0.3922, 0.7913], [-0.4034, -0.9742, -0.3022], [-0.6272, 0.0948, -0.1970], [-0.6955, 0.2659, -1.0088], [0.3172, -0.5882, 0.1671], [0.7622, 0.2755, -0.9397], [1.1692, 1.7692, -0.5546], [-0.7011, 0.4607, 0.7804], [0.2370, -0.3522, -0.0177], [0.3246, -0.7255, 3.0835]],
  "mulliken_charge": [-0.48, -0.45, -0.49, -0.71, -0.38, 0.77, -0.08, 0.21, -1.20, -1.00, -0.65, 0.34, -0.50, -0.47, 0.47, 0.25, 0.27, 0.34, 0.33, 0.18, 0.25, 0.22, 0.42, 0.38, 0.17, 0.33, 0.45, 0.30, 0.32, 0.41]
}



{
  "formula": "C12H16O2S",
  "method": "ωB97M-V/def2-TZVPD",
  "homo_lumo_gap_ev": 8.66,
  "de_lowest_kcal_mol": 79.50,
  "multiplicity": 1,
  "homo_ha": -0.30056,
  "elements": ["C", "C", "C", "C", "C", "C", "C", "C", "C", "C", "C", "C", "O", "O", "S", "H", "H", "H", "H", "H", "H", "H", "H", "H", "H", "H", "H", "H", "H", "H", "H"],
  "coordinates": [[-0.020795, -1.890092, -2.653749], [-0.813344, -1.633393, -1.788229], [-3.791003, -0.776018, 1.081849], [-3.021546, -1.959390, 1.207950], [-3.357749, 0.177270, 0.112713], [-2.150387, -2.304353, 0.221500], [-2.417642, -0.109094, -0.841610], [-1.750921, -1.364723, -0.737053], [2.880088, 3.138455, -1.206123], [2.966137, 1.821380, -0.384935], [1.584282, 1.287102, 0.167550], [1.817463, -0.059371, 0.794799], [0.774274, -2.230274, 1.898722], [-0.758295, -0.195368, 1.947995], [0.106107, -0.910699, 1.016908], [0.700397, -1.657185, -3.391316], [-4.495779, -0.541253, 1.853381], [-3.226089, -2.703579, 1.985557], [-3.862034, 1.207802, 0.209142], [-1.689328, -3.217298, 0.143533], [-2.170446, 0.526815, -1.687041], [0.134503, -2.224828, 2.716444], [1.847601, 3.460894, -1.410114], [3.337778, 4.048758, -0.728885], [3.448716, 2.932972, -2.104537], [3.284175, 0.987888, -1.039609], [3.794853, 1.837176, 0.279170], [0.938495, 1.118071, -0.694425], [1.252996, 1.863682, 1.039416], [2.381915, -0.808370, 0.267065], [2.275576, 0.177024, 1.723943]],
  "forces_ev_per_a": [[0.0635, 0.9813, 0.0666], [-0.2408, -0.7360, 0.4568], [2.7058, 0.0847, -0.3898], [-2.2118, 0.0307, 0.0132], [-2.6506, 1.2345, 1.7058], [0.2361, 2.0185, -1.1454], [0.8695, -1.4435, 0.2026], [-2.2741, 0.7428, -1.6377], [0.3167, 0.4151, 0.8251], [-1.5536, -0.5548, -1.2867], [2.1374, -0.1873, -0.0676], [-1.8245, -0.3223, 0.7268], [-2.3997, 1.0130, 1.6276], [0.3488, 0.4212, 0.3427], [3.6283, -0.2631, 0.8495], [0.2881, -0.5682, -0.3766], [-0.3447, 0.2902, 0.0529], [-0.1221, 0.4125, -0.2046], [0.8177, -1.6976, -0.6442], [1.0483, -2.1679, 0.3321], [0.0043, 0.1948, 0.4191], [1.7672, -0.1832, -1.9933], [0.2991, -0.4778, -0.2550], [-0.2148, -1.0728, -0.1233], [-0.2146, 0.4739, -0.4842], [-0.1773, 0.4839, -0.2517], [0.2959, 0.2713, 1.3590], [-0.4872, 0.8782, 0.1432], [-0.7110, 0.5255, -0.9398], [0.2257, -0.1810, -0.5139], [0.3744, -0.6169, 1.1907]],
  "mulliken_charge": [-0.19, -0.60, -0.63, -0.08, -0.12, -0.84, -0.66, 0.69, -1.06, -0.70, -0.34, -1.12, -0.57, -0.61, 0.82, 0.40, 0.38, 0.41, 0.25, 0.47, 0.46, 0.36, 0.30, 0.28, 0.28, 0.28, 0.52, 0.38, 0.27, 0.53, 0.38]
}